(1)
ORCA calculation (ωB97M-V with the def2-TZVPD basis set) on one molecule with the formula C4H7NO2.

The SMILES is C/N=C1/COCO1. The energy relative to the best compared isomer or geometry (same formula, charge and spin) is 165.1 kJ/mol. As for the max |F|: 0.44 eV/A. The LUMO energy is 0.03361 Eh. The calculation puts the orbital gap at 10.713 eV.

Structure (ORCA input):
```
! RIJCOSX wB97M-V def2-TZVPD def2/J DEFGRID3
* xyz 0 1
C -1.316 -1.256 1.568
N -0.122 -1.271 0.749
C 0.119 -0.343 -0.059
C 1.443 -0.134 -0.752
O 1.155 0.841 -1.735
C 0.138 1.605 -1.164
O -0.683 0.707 -0.417
H -2.132 -0.625 1.191
H -1.677 -2.281 1.701
H -1.018 -0.889 2.558
H 1.845 -1.033 -1.216
H 2.160 0.245 -0.008
H -0.457 2.076 -1.948
H 0.547 2.358 -0.469
*
```



(2)
ORCA calculation (ωB97M-V with the def2-TZVPD basis set) on one molecule with the formula C4H7NO2 at a distorted geometry.

The SMILES is NC(=O)C[C@H]1CO1. The energy relative to the best compared isomer or geometry (same formula, charge and spin) is 275.7 kJ/mol. As for the max |F|: 3.60 eV/A. The LUMO energy is 0.02620 Eh. The calculation puts the orbital gap at 10.611 eV.

Structure (ORCA input):
```
! RIJCOSX wB97M-V def2-TZVPD def2/J DEFGRID3
* xyz 0 1
N 1.270 -0.671 1.794
C 0.579 -0.887 0.667
O 1.039 -1.606 -0.230
C -0.814 -0.456 0.352
C -0.971 0.787 -0.498
C -0.074 1.072 -1.617
O -1.381 0.568 -1.847
H 2.139 -1.178 1.864
H 0.994 -0.016 2.501
H -1.511 -0.400 1.221
H -0.616 -1.342 -0.429
H -1.487 1.638 -0.046
H 0.735 0.378 -1.838
H 0.098 2.112 -1.894
*
```



(3)
ORCA calculation (ωB97M-V with the def2-TZVPD basis set) on one molecule with the formula C4H7NO2.

The SMILES is C[C@@H](C=O)C(N)=O. The energy relative to the best compared isomer or geometry (same formula, charge and spin) is 46.3 kJ/mol. As for the max |F|: 0.58 eV/A. The LUMO energy is 0.02393 Eh. The calculation puts the orbital gap at 10.705 eV.

Structure (ORCA input):
```
! RIJCOSX wB97M-V def2-TZVPD def2/J DEFGRID3
* xyz 0 1
C -0.204 1.252 1.083
C 0.233 0.348 -0.063
C 1.664 -0.149 0.132
O 2.466 0.395 0.848
C -0.670 -0.876 -0.190
N -1.074 -1.186 -1.455
O -0.951 -1.562 0.776
H -0.341 0.651 1.986
H 0.560 2.007 1.278
H -1.151 1.748 0.850
H 0.243 0.905 -1.013
H 1.941 -1.049 -0.459
H -0.993 -0.529 -2.213
H -1.722 -1.954 -1.561
*
```



(4)
ORCA calculation (ωB97M-V with the def2-TZVPD basis set) on a 2-piece molecular cluster, C4H7NO2 overall.

The energy relative to the best compared isomer or geometry (same formula, charge and spin) is 292.9 kJ/mol. As for the max |F|: 0.56 eV/A. The LUMO energy is 0.02821 Eh. The calculation puts the orbital gap at 10.646 eV.

Structure (ORCA input):
```
! RIJCOSX wB97M-V def2-TZVPD def2/J DEFGRID3
* xyz 0 1
C 1.150 0.539 1.971
C -1.194 1.110 0.058
O -0.225 1.314 -0.818
C 0.087 0.143 -1.597
C -0.899 -0.851 -1.069
N -1.121 -2.030 -1.429
O -1.592 -0.173 -0.064
H 1.290 0.238 3.011
H 1.931 1.240 1.669
H 1.224 -0.357 1.338
H 0.176 1.029 1.878
H 1.126 -0.141 -1.413
H -0.067 0.361 -2.656
H -1.885 -2.423 -0.877
*
```



(5)
ORCA calculation (ωB97M-V with the def2-TZVPD basis set) on one molecule with the formula C4H7NO2S at a distorted geometry.

The energy relative to the best compared isomer or geometry (same formula, charge and spin) is 295.8 kJ/mol. As for the max |F|: 1.94 eV/A. The LUMO energy is 0.02685 Eh. The calculation puts the orbital gap at 9.585 eV.

Structure (ORCA input):
```
! RIJCOSX wB97M-V def2-TZVPD def2/J DEFGRID3
* xyz 0 1
C -2.588 0.140 0.128
C -1.596 0.074 -0.709
C -0.214 0.653 -0.533
C 0.810 -0.461 -0.341
N -3.587 0.357 0.784
O 3.192 -1.075 0.625
O 2.554 1.343 0.535
S 2.583 0.171 -0.313
H -1.741 -0.517 -1.600
H 3.189 -0.831 1.556
H 0.039 1.225 -1.431
H -0.180 1.333 0.319
H 0.634 -0.990 0.594
H 0.767 -1.173 -1.163
H -3.861 -0.249 1.548
*
```



(6)
ORCA calculation (ωB97M-V with the def2-TZVPD basis set) on an isolated ion of composition C4H7NO3 and charge -1 at a distorted geometry.

The energy relative to the best compared isomer or geometry (same formula, charge and spin) is 56.4 kJ/mol. As for the max |F|: 2.06 eV/A. The LUMO energy (alpha / beta) is 0.13964 / 0.13822 Eh. The calculation puts the orbital gap (alpha / beta) at 3.953 / 7.626 eV.

Structure (ORCA input):
```
! RIJCOSX wB97M-V def2-TZVPD def2/J DEFGRID3
* xyz -1 2
O 2.103 0.005 -1.481
C 1.937 0.841 -0.584
N 1.003 0.735 0.360
C -0.114 -0.182 0.522
C -0.871 -0.508 -0.789
O -1.097 -1.921 -0.905
C -1.087 0.397 1.555
O -0.717 1.154 2.502
H 2.654 1.669 -0.525
H 1.024 1.419 1.115
H 0.277 -1.156 0.884
H -0.308 -0.138 -1.647
H -1.860 -0.049 -0.706
H -0.849 -2.215 -1.762
H -2.095 -0.050 1.462
*
```



(7)
ORCA calculation (ωB97M-V with the def2-TZVPD basis set) on an isolated ion of composition C4H7NO3 and charge -2 at a distorted geometry.

The energy relative to the best compared isomer or geometry (same formula, charge and spin) is 520.9 kJ/mol. As for the max |F|: 2.61 eV/A. The LUMO energy is 0.25374 Eh. The calculation puts the orbital gap at 6.265 eV.

Structure (ORCA input):
```
! RIJCOSX wB97M-V def2-TZVPD def2/J DEFGRID3
* xyz -2 1
C 0.316 0.997 -1.498
O 1.158 1.934 -1.179
C -0.636 0.277 -0.055
C 0.443 -0.166 0.927
C 1.068 -1.587 1.127
O 1.117 -2.229 0.039
O 1.586 -1.916 2.218
N -2.209 0.319 0.507
H -0.544 1.296 -2.131
H 0.802 0.113 -1.946
H -0.932 1.292 0.181
H 0.022 0.063 1.927
H 1.322 0.471 0.757
H -2.642 -0.347 -0.136
H -0.871 -0.516 -0.739
*
```



(8)
ORCA calculation (ωB97M-V with the def2-TZVPD basis set) on a 2-piece molecular cluster, C4H7NO3 overall at a distorted geometry.

The energy relative to the best compared isomer or geometry (same formula, charge and spin) is 810.2 kJ/mol. As for the max |F|: 6.33 eV/A. The LUMO energy is 0.01904 Eh. The calculation puts the orbital gap at 9.761 eV.

Structure (ORCA input):
```
! RIJCOSX wB97M-V def2-TZVPD def2/J DEFGRID3
* xyz 0 1
C -2.509 -0.439 -0.596
C -0.388 0.438 0.266
C -0.931 1.434 0.957
C 1.599 -0.957 -0.030
H -3.157 0.406 0.407
H -2.814 -1.674 -0.470
H -2.805 0.096 -1.723
H -1.867 1.741 1.219
H -0.309 2.192 1.340
H 1.933 1.646 -1.319
H 2.617 -1.014 -0.793
N 0.941 0.187 -0.405
O -1.077 -0.580 -0.278
O 1.749 1.369 -0.445
O 0.977 -1.733 0.797
*
```



(9)
ORCA calculation (ωB97M-V with the def2-TZVPD basis set) on one molecule with the formula C4H7NO3 at a distorted geometry.

The SMILES is O=CN[C@@H](C=O)CO. The energy relative to the best compared isomer or geometry (same formula, charge and spin) is 218.0 kJ/mol. As for the max |F|: 2.53 eV/A. The LUMO energy is 0.01744 Eh. The calculation puts the orbital gap at 10.180 eV.

Structure (ORCA input):
```
! RIJCOSX wB97M-V def2-TZVPD def2/J DEFGRID3
* xyz 0 1
O 1.228 -2.099 -1.024
C 0.411 -1.432 -1.641
N -0.239 -0.407 -1.057
C 0.054 -0.036 0.321
C 1.560 0.013 0.698
O 2.117 1.047 0.955
C -0.641 1.266 0.687
O -1.938 0.922 1.280
H 0.185 -1.766 -2.655
H -0.875 0.179 -1.573
H -0.325 -0.812 0.968
H 1.972 -0.949 1.018
H -0.885 1.904 -0.164
H -0.200 1.822 1.504
H -2.424 0.347 0.684
*
```



(10)
ORCA calculation (ωB97M-V with the def2-TZVPD basis set) on one molecule with the formula C4H7NO3 at a distorted geometry.

The SMILES is N[C@H]1C[C@H]1OC(=O)O. The energy relative to the best compared isomer or geometry (same formula, charge and spin) is 227.3 kJ/mol. As for the max |F|: 2.23 eV/A. The LUMO energy is 0.02204 Eh. The calculation puts the orbital gap at 9.604 eV.

Structure (ORCA input):
```
! RIJCOSX wB97M-V def2-TZVPD def2/J DEFGRID3
* xyz 0 1
N -0.721 1.293 -1.588
C -0.136 1.792 -0.387
C -0.993 2.715 0.439
C -0.659 1.333 0.940
O -1.589 0.283 0.928
C -2.898 0.494 0.796
O -3.562 -0.216 0.084
O -3.492 1.388 1.633
H -1.330 0.450 -1.544
H -0.027 1.170 -2.318
H 0.937 2.009 -0.388
H -0.534 3.568 0.938
H -1.996 2.887 0.047
H 0.056 1.233 1.760
H -2.861 1.753 2.272
*
```



(11)
ORCA calculation (ωB97M-V with the def2-TZVPD basis set) on one molecule with the formula C4H7NO3 at a distorted geometry.

The SMILES is [H]/N=C(O)/C=C(/C)OO. The energy relative to the best compared isomer or geometry (same formula, charge and spin) is 498.4 kJ/mol. As for the max |F|: 2.63 eV/A. The LUMO energy is 0.02004 Eh. The calculation puts the orbital gap at 10.541 eV.

Structure (ORCA input):
```
! RIJCOSX wB97M-V def2-TZVPD def2/J DEFGRID3
* xyz 0 1
H -2.653 -0.733 1.640
N -2.132 -0.426 0.812
C -0.901 -0.729 1.005
O -0.523 -1.262 2.180
C 0.116 -0.938 -0.112
C 0.612 0.223 -0.512
C 1.650 0.600 -1.494
O 0.048 1.332 0.309
O -1.094 1.881 -0.401
H 0.437 -1.396 2.222
H 0.463 -1.925 -0.375
H 2.002 -0.279 -2.045
H 1.242 1.322 -2.210
H 2.508 1.059 -0.993
H -1.774 1.271 -0.026
*
```



(12)
ORCA calculation (ωB97M-V with the def2-TZVPD basis set) on a 2-piece molecular cluster, C4H7NO3S overall at a distorted geometry.

The energy relative to the best compared isomer or geometry (same formula, charge and spin) is 227.1 kJ/mol. As for the max |F|: 3.44 eV/A. The LUMO energy is 0.21356 Eh. The calculation puts the orbital gap at 4.988 eV.

Structure (ORCA input):
```
! RIJCOSX wB97M-V def2-TZVPD def2/J DEFGRID3
* xyz -2 1
C -2.250 0.102 0.259
C 0.733 -1.791 0.403
C -0.272 0.390 -0.516
C 0.655 -0.274 0.498
N -0.105 1.786 -0.420
O 1.239 2.144 -0.794
O -2.388 -0.519 1.283
O 2.069 0.187 0.273
S -3.312 0.998 -0.708
H -0.419 -1.903 0.439
H 1.259 -2.237 1.319
H 1.244 -1.961 -0.604
H -0.067 -0.226 -1.510
H 0.342 0.025 1.553
H -0.654 2.216 -1.251
H 1.927 1.063 -0.224
*
```